Below is C4H6N2O in the gas phase in a non-equilibrium geometry, with properties calculated with the ωB97M-V functional and the def2-TZVPD basis.

Structure (XYZ):
```
13
Properties=species:S:1:pos:R:3:nbo_charge:R:1
C -1.3161 -0.8306 0.3172 0.344
C -0.3047 1.9471 -0.3484 0.613
C -0.1380 -0.3787 -0.5630 -0.154
C 1.1752 -0.3220 0.3221 -0.619
N -1.4047 -1.4705 1.3771 -0.656
N -0.4452 0.8809 -1.0205 -0.635
O -0.2433 3.1262 -0.3244 -0.510
H -0.0552 -1.0905 -1.3001 0.230
H 1.5633 0.6492 0.1543 0.228
H 1.8931 -1.1141 0.1632 0.222
H 0.8362 -0.3723 1.4720 0.215
H -0.5553 -1.9317 1.7450 0.358
H -1.0055 0.9069 -1.9946 0.364
```

LUMO level (spin up / spin down) ... 0.1008 / -0.4582 eV
HOMO-LUMO gap (spin up / spin down) ... 8.4965 / 6.6545 eV
HOMO level (spin up / spin down) ... -8.396 / -7.113 eV

Below is C4H6N2O in the gas phase, with properties calculated with the ωB97M-V functional and the def2-TZVPD basis.

Structure (XYZ):
```
13
Properties=species:S:1:pos:R:3:nbo_charge:R:1
C 0.3893 -1.2295 0.8488 0.315
C -0.6040 -1.4848 0.0264 -0.400
C -0.5452 -0.6028 -1.2105 -0.069
O 0.2447 0.5691 -0.9825 -0.540
C 0.0688 1.2297 0.2547 0.054
N 1.0457 0.8344 1.2795 -0.459
N 1.3583 -0.5347 1.1887 -0.247
H -1.4898 -2.0521 0.2872 0.236
H -0.0908 -1.0811 -2.0852 0.202
H -1.5786 -0.3241 -1.4743 0.176
H 0.2131 2.2996 0.0810 0.195
H -0.9420 1.0681 0.6448 0.170
H 1.9306 1.3082 1.1414 0.367
```

LUMO level ... 0.7744 eV
HOMO-LUMO gap ... 9.4604 eV
HOMO level ... -8.686 eV

It is found that the electronic energy values, taken in the order of the records, are -9267.8729; -9269.3802 eV.
It is found that the ΔE to the lowest compared entry with this formula, charge and spin values, taken in the order of the records, are 129.8; 95.0 kcal/mol.